C11H16AgN4S as an isolated structure, computed with wB97M-V/def2-TZVPD.

Element x y z (Å)
Ag: -1.6852 -0.3242 -0.4728
C: 1.7992 -2.1323 0.1431
N: 1.0159 -2.3856 1.3816
C: 0.6269 -3.7757 1.5311
C: 0.1370 -1.4407 1.8978
S: -1.5646 -1.3665 1.6026
N: 0.6883 -0.5037 2.7237
C: -0.0603 0.5359 3.3290
C: 2.0561 -0.6355 3.2196
H: 1.4768 -2.8426 -0.6545
H: 2.8773 -2.2631 0.3351
H: 1.6805 -1.1072 -0.2164
H: 1.4754 -4.4784 1.3587
H: -0.2395 -4.0275 0.8947
H: 0.2339 -3.8961 2.5642
H: 0.6509 1.3089 3.7216
H: -0.6976 0.1734 4.1425
H: -0.6530 0.9682 2.5608
H: 2.2749 -1.7039 3.3916
H: 2.1222 -0.0561 4.1427
H: 2.7982 -0.2119 2.5467
N: -0.4640 4.9291 -5.5706
C: -0.7119 4.1979 -4.7039
C: -1.0500 3.2060 -3.7650
C: -0.8567 1.8659 -4.1560
C: -1.3200 0.8491 -3.3565
N: -1.9385 1.0580 -2.1695
C: -2.2388 2.3274 -1.8218
C: -1.8254 3.4121 -2.6056
H: -0.4767 1.5780 -5.1322
H: -1.2160 -0.1761 -3.6803
H: -2.9015 2.4903 -0.9892
H: -2.0140 4.4268 -2.1925

Force components x, y, z for each atom (eV/Å):
Ag -0.139 0.197 -0.451
C 0.064 -0.001 0.246
N 0.464 0.128 -0.411
C -1.123 -0.573 0.713
C 1.169 1.875 0.766
S 0.142 -0.603 0.398
N 0.277 -2.663 -1.367
C 0.223 1.445 0.845
C 0.372 -0.603 0.305
H 0.167 0.537 0.546
H -0.405 -0.151 -0.066
H -0.209 -0.066 0.097
H -0.593 0.766 0.121
H 0.457 -0.102 -0.156
H 0.512 -0.211 -0.524
H -0.776 -0.714 -0.352
H 0.069 0.041 -0.152
H -0.844 0.636 -0.358
H 0.043 0.612 -0.058
H 0.014 -0.382 -0.033
H -0.054 -0.075 -0.282
N -0.289 -0.889 1.254
C 0.677 1.900 -1.640
C -1.361 -1.813 0.830
C -0.393 0.176 -0.253
C -0.138 0.139 0.882
N -0.044 0.223 -0.104
C 0.605 -0.033 -1.539
C 0.588 0.778 0.737
H 0.252 0.383 0.197
H 0.090 -0.090 0.154
H 0.200 -0.083 0.382
H -0.017 -0.784 -0.726

As for the maximum force: 3.01 eV/A. Its energy above the lowest of the compared OMol25 structures with the same formula, charge and spin is 0.0 kcal/mol. The value obtained for the HOMO-LUMO gap is 8.2 eV. The molecular weight comes out at 344.21 g mol⁻¹. As for the charge: +1.

Results of the Mulliken charge analysis, in e, for atoms 1 through 4: atom 1 (Ag): 0.26, atom 2 (C): -1.00, atom 3 (N): 0.31, atom 4 (C): -1.04

***

A single C11H16BrF molecule, computed with wB97M-V/def2-TZVPD.

Element x y z (Å)
C: 1.6444 -1.5761 0.5522
C: 0.4698 -2.0419 1.5270
C: 2.2955 -0.2401 0.9600
C: -0.8896 -2.0999 0.9038
C: 1.2940 1.0065 0.8639
C: -1.4985 -0.7474 0.4727
C: -1.5566 2.5350 -1.2672
C: 0.5103 0.9090 -0.4839
C: -0.7668 0.0734 -0.6035
C: -0.8079 1.4969 -0.5080
C: -1.5125 2.2599 -2.8769
F: -1.8767 0.9404 -3.0295
Br: -0.0682 2.7718 -3.8334
H: 2.3547 -2.4487 0.5547
H: 1.1986 -1.5983 -0.4719
H: 0.7105 -3.0001 2.0176
H: 0.5673 -1.1845 2.2585
H: 2.7619 -0.4212 1.8950
H: 3.0965 0.0878 0.2567
H: -0.8150 -2.8861 0.0920
H: -1.4765 -2.6185 1.6759
H: 0.4168 1.0376 1.5363
H: 1.8806 1.9245 1.1760
H: -2.5237 -0.7879 -0.0081
H: -1.6718 -0.1500 1.4089
H: -2.6815 2.4574 -0.9473
H: -1.1948 3.5972 -1.1132
H: 1.0187 0.9859 -1.4462
H: -0.8796 -0.2824 -1.5620

Force components x, y, z for each atom (eV/Å):
C -0.631 -1.979 -0.535
C 2.230 2.387 0.309
C -1.181 0.747 -1.933
C -0.488 -1.292 -0.635
C 0.003 -1.024 0.274
C -0.741 0.237 0.136
C -1.580 0.987 -0.663
C 1.286 1.001 0.713
C 0.322 -0.205 2.782
C -0.850 1.787 -1.181
C -1.496 -1.452 3.788
F 0.174 0.953 -0.914
Br 1.218 0.237 -0.847
H -0.098 1.135 -0.058
H 0.621 0.384 0.603
H -0.041 0.501 -0.151
H -0.814 -1.253 0.078
H 0.299 0.378 1.198
H -0.324 -0.678 0.336
H -0.290 1.063 0.337
H -0.584 0.479 -0.311
H 0.740 -0.550 0.492
H -0.735 -0.688 -1.215
H 0.880 -0.648 0.811
H 0.379 -0.320 -0.827
H 1.978 0.325 -0.793
H -0.409 -1.286 -0.047
H 0.467 -0.105 0.244
H -0.336 -1.122 -1.993

As for the maximum force: 4.32 eV/A. Its energy above the lowest of the compared OMol25 structures with the same formula, charge and spin is 50.2 kcal/mol. The value obtained for the HOMO-LUMO gap (spin up / spin down) is 8.4 / 7.9 eV. The molecular weight comes out at 247.15 g mol⁻¹. As for the charge: 0.

Results of the Mulliken charge analysis, in e, for atoms 1 through 4: atom 1 (C): -0.56, atom 2 (C): -0.55, atom 3 (C): -1.08, atom 4 (C): -0.80

***

C11H16CeClGaO3 as an isolated structure, computed with wB97M-V/def2-TZVPD.

Element x y z (Å)
Ce: 3.3844 0.6486 -1.3357
Cl: 4.0737 3.0516 -1.0955
C: 2.8699 0.3678 -3.5634
C: 5.2837 -0.6500 -1.1006
H: 3.6741 -0.1952 -4.0667
H: 1.8992 -0.1461 -3.6708
H: 2.8180 1.4029 -3.9498
H: 5.5666 -1.0269 -2.0994
H: 5.1970 -1.4682 -0.3663
H: 6.0132 0.1122 -0.7612
Ga: 0.8859 -0.8864 0.4799
C: 1.2503 -1.0849 2.4013
C: 1.6254 -1.9465 -0.8597
H: 1.6881 -2.0798 2.5787
H: 1.9681 -0.3266 2.7459
H: 0.3420 -1.0020 3.0138
H: 2.6478 -2.3155 -0.7137
H: 1.2013 -2.1455 -1.8530
O: -3.4892 -0.9736 -0.7379
C: -3.7532 -0.0396 0.2034
C: -5.0862 0.1747 0.5625
C: -5.3999 1.1288 1.5243
C: -4.3864 1.9039 2.1068
C: -3.0511 1.7117 1.7492
C: -2.7229 0.7082 0.8389
C: -1.3363 0.3224 0.6109
O: -0.3424 1.0933 0.7658
O: -1.1196 -0.9449 0.3086
H: -2.5302 -1.1956 -0.6350
H: -5.8548 -0.4281 0.0803
H: -6.4357 1.2542 1.8320
H: -4.6408 2.6726 2.8344
H: -2.2399 2.3023 2.1719

Force components x, y, z for each atom (eV/Å):
Ce -1.740 -1.420 0.881
Cl 0.539 1.836 0.225
C -0.174 0.152 -1.180
C 1.060 -0.415 0.171
H -0.319 0.152 -0.104
H 0.297 0.161 -0.145
H -0.063 -0.365 -0.285
H 0.126 -0.041 0.390
H 0.256 0.162 -0.260
H 0.115 -0.453 -0.071
Ga -0.392 -1.466 0.154
C 0.340 0.201 0.465
C 0.139 0.569 -0.079
H -0.098 0.325 -0.093
H -0.187 -0.203 0.103
H 0.173 0.068 -0.208
H -0.182 0.102 -0.125
H 0.276 0.360 0.317
O 0.136 0.152 0.389
C 0.159 0.057 0.274
C -0.002 0.193 -0.015
C 0.529 -0.019 -0.047
C 0.006 0.202 -0.030
C -0.455 -0.228 -0.107
C -1.088 -0.171 -0.267
C 2.252 -0.487 0.016
O -1.395 -1.039 -0.327
O -0.211 1.810 0.074
H -0.269 -0.064 -0.062
H 0.184 0.134 0.133
H 0.182 0.070 -0.067
H 0.032 -0.184 -0.122
H -0.227 -0.151 0.003

As for the maximum force: 2.41 eV/A. The value obtained for the HOMO-LUMO gap (spin up / spin down) is 6.8 / 6.8 eV. Its multiplicity is 2. The molecular weight comes out at 441.54 g mol⁻¹. As for the charge: -1.

Results of the Mulliken charge analysis, in e, for atoms 1 through 4: atom 1 (Ce): 0.95, atom 2 (Cl): -0.54, atom 3 (C): -1.20, atom 4 (C): -1.25

***

A 5-piece molecular cluster, C11H16Cl10N2 overall, computed with wB97M-V/def2-TZVPD.

Element x y z (Å)
C: 0.8960 -0.7586 2.8801
C: 0.2141 -0.1629 1.4884
Cl: 0.1621 -1.4285 0.1026
C: -1.2152 0.6098 1.7321
Cl: -0.7758 2.1974 2.6607
C: -2.2766 -0.1855 2.6952
C: -3.4923 0.9005 3.0696
N: -4.4437 1.7880 3.2116
C: -3.0212 -1.4702 2.0000
C: -3.4223 -2.5151 3.2392
N: -3.7643 -3.1976 4.3110
H: 2.0807 -0.7066 2.7487
H: 0.5645 -0.1514 3.8457
H: 0.5606 -1.8755 3.0718
H: 0.9760 0.6737 1.1076
H: -1.6487 0.9688 0.7057
H: -1.8040 -0.5090 3.7176
H: -2.4020 -2.0179 1.1714
H: -4.0498 -1.1031 1.5240
Cl: 3.7048 1.0501 0.8402
C: 3.8421 1.1988 -0.9160
Cl: 2.8244 0.0088 -1.7366
H: 3.5273 2.2019 -1.2139
H: 4.8830 1.0373 -1.2065
Cl: -2.6957 1.0173 -0.8568
C: -4.4240 1.0741 -0.4895
Cl: -5.0701 -0.5487 -0.2174
H: -4.5768 1.6735 0.4113
H: -4.9517 1.5307 -1.3304
Cl: 5.0897 4.3009 -5.2668
C: 3.9783 3.1775 -4.4745
Cl: 3.5615 3.7351 -2.8496
H: 3.0651 3.1013 -5.0696
H: 4.4548 2.1968 -4.4026
Cl: 2.9886 -3.0844 -4.5259
C: 1.9483 -3.6931 -3.2327
Cl: 0.6605 -2.5418 -2.8574
H: 1.4997 -4.6371 -3.5515
H: 2.5524 -3.8556 -2.3368

Force components x, y, z for each atom (eV/Å):
C -0.045 -0.465 -0.207
C 1.095 1.624 1.369
Cl -0.282 1.170 1.652
C 0.695 -0.425 0.246
Cl -0.247 -1.422 -0.806
C -1.131 0.879 0.307
C -6.198 6.000 0.418
N 8.831 -8.373 -1.351
C -1.116 -0.639 1.226
C -2.279 -4.080 7.309
N 3.295 6.449 -10.263
H -2.741 -0.211 0.387
H 0.767 -1.001 -2.300
H 0.763 2.243 -0.555
H -1.916 -1.924 0.640
H 1.072 -0.964 3.094
H -0.781 0.821 -2.084
H -0.987 1.032 1.873
H 2.617 -1.117 1.435
Cl 0.109 0.043 0.143
C 0.147 0.183 -0.117
Cl 0.074 0.115 -0.131
H 0.042 -0.680 0.355
H -0.263 -0.053 0.152
Cl -0.803 0.159 -1.626
C -0.392 0.463 0.097
Cl -0.627 0.286 -0.741
H 0.118 -0.242 -0.097
H 0.216 -0.250 0.146
Cl -0.044 -0.104 -0.032
C -0.058 -0.330 -0.319
Cl -0.110 0.423 -0.336
H 0.230 0.136 0.219
H -0.063 0.307 0.056
Cl 0.053 -0.087 0.018
C 0.048 -0.340 0.162
Cl -0.023 -0.143 -0.092
H 0.074 0.331 -0.008
H -0.141 0.188 -0.237

As for the SMILES: C[C@@H](Cl)[C@H](Cl)[C@@H](C#N)CC#N.ClCCl.ClCCl.ClCCl.ClCCl. As for the maximum force: 12.56 eV/A. The value obtained for the HOMO-LUMO gap is 11.0 eV. The molecular weight comes out at 530.79 g mol⁻¹. As for the charge: 0.

Results of the Mulliken charge analysis, in e, for atoms 1 through 4: atom 1 (C): -0.91, atom 2 (C): 0.35, atom 3 (Cl): -0.16, atom 4 (C): 0.09